# 1
Density functional theory data (ωB97M-V/def2-TZVPD) for C45H68ClGeN7P3PtS as an isolated structure.

- HOMO energy (alpha / beta): -16.41 / -16.41 eV
- M: 1135.22 g/mol
- Kohn-Sham gap (alpha / beta): 4.81 / 4.19 eV
- Electronic energy: -6216.30464 Eh

ORCA input file:
```
! RIJCOSX wB97M-V def2-TZVPD def2/J DEFGRID3
* xyz 4 2
Pt 0.869 -0.629 0.849
C -1.061 -2.230 5.116
C 0.013 -1.503 4.285
C 0.368 -0.173 4.945
P -0.512 -1.379 2.529
C -2.133 -0.542 2.544
N -2.378 0.374 1.469
Ge -1.306 0.641 -0.032
N -0.265 2.155 -0.399
C 1.147 2.231 -0.147
P 1.490 1.540 1.494
C 0.795 2.679 2.761
C 1.022 4.134 2.300
C -0.679 2.531 3.102
C 3.320 1.466 1.723
C 3.953 2.787 2.191
C 4.049 0.979 0.466
C -0.893 3.164 -1.156
C -0.233 4.191 -1.822
C -0.959 5.079 -2.610
C -2.327 4.936 -2.772
C -2.990 3.908 -2.112
C -2.275 3.052 -1.299
N -2.878 1.976 -0.523
C -3.451 2.379 0.756
C -4.156 3.544 0.970
C -4.777 3.742 2.197
C -4.706 2.753 3.164
C -3.963 1.594 2.955
C -3.291 1.419 1.752
C -3.826 1.148 -1.270
C -5.167 1.454 -1.395
C -5.988 0.620 -2.139
C -5.453 -0.515 -2.725
C -4.110 -0.837 -2.565
C -3.276 0.005 -1.835
N -1.888 -0.204 -1.608
C -1.319 -1.305 -2.337
P 0.388 -0.991 -2.843
C 0.571 0.745 -3.339
C 1.980 1.024 -3.866
C -0.536 1.226 -4.288
C 0.815 -2.189 -4.151
C 0.212 -1.826 -5.513
C 0.406 -3.604 -3.725
C -0.881 -3.109 2.026
C -1.475 -3.199 0.624
C 0.274 -4.087 2.227
H -0.690 -2.313 6.137
H -1.271 -3.239 4.770
H -1.995 -1.666 5.160
H 0.898 -2.143 4.265
H -0.526 0.382 5.230
H 0.980 0.471 4.312
H 0.928 -0.371 5.860
H -2.168 -0.033 3.514
H -2.888 -1.338 2.590
H 1.509 3.263 -0.146
H 1.768 1.682 -0.868
H 1.400 2.469 3.648
H 0.276 4.405 1.551
H 2.009 4.349 1.906
H 0.870 4.779 3.166
H -1.303 2.856 2.272
H -0.900 3.178 3.951
H -0.951 1.519 3.376
H 3.458 0.746 2.530
H 3.875 3.569 1.437
H 5.016 2.594 2.341
H 3.554 3.152 3.135
H 4.113 1.781 -0.271
H 3.593 0.111 -0.006
H 5.071 0.715 0.741
H 0.840 4.313 -1.755
H -0.437 5.882 -3.113
H -2.879 5.617 -3.404
H -4.056 3.775 -2.242
H -4.230 4.294 0.192
H -5.337 4.648 2.380
H -5.231 2.878 4.101
H -3.946 0.845 3.734
H -5.578 2.327 -0.905
H -7.038 0.850 -2.248
H -6.087 -1.176 -3.299
H -3.754 -1.761 -3.000
H -1.853 -1.418 -3.287
H -1.361 -2.279 -1.842
H 0.422 1.265 -2.392
H 2.138 0.575 -4.847
H 2.758 0.666 -3.187
H 2.107 2.101 -3.984
H -0.430 0.824 -5.292
H -0.460 2.312 -4.359
H -1.534 0.999 -3.912
H 1.908 -2.125 -4.214
H -0.869 -1.685 -5.460
H 0.391 -2.649 -6.205
H 0.658 -0.932 -5.941
H -0.674 -3.736 -3.791
H 0.718 -3.848 -2.706
H 0.849 -4.327 -4.411
H -1.674 -3.342 2.746
H -0.694 -3.038 -0.121
H -2.287 -2.486 0.457
H -1.878 -4.201 0.471
H 1.141 -3.813 1.624
H -0.049 -5.080 1.914
H 0.586 -4.163 3.269
N 4.083 -5.660 -3.376
C 4.485 -4.563 -3.918
N 5.319 -4.271 -4.851
S 1.619 -1.480 -1.256
H 4.467 -6.569 -3.635
H 3.340 -5.658 -2.691
H 5.808 -4.985 -5.394
H 5.544 -3.308 -5.070
Cl 4.273 -1.928 5.461
C 4.062 -2.232 3.788
C 4.864 -3.128 3.098
C 4.618 -3.300 1.746
C 3.590 -2.599 1.140
N 2.808 -1.741 1.806
C 3.061 -1.562 3.106
H 5.656 -3.664 3.605
H 5.228 -3.975 1.163
H 3.389 -2.722 0.085
H 2.459 -0.841 3.638
*
```

# 2
Density functional theory data (ωB97M-V/def2-TZVPD) for C6H16N2 in the gas phase.

- SMILES: C[C@@H](NN)C(C)(C)C
- HOMO energy: -8.39 eV
- M: 116.21 g/mol
- Kohn-Sham gap: 9.33 eV
- Electronic energy: -347.63377 Eh

ORCA input file:
```
! RIJCOSX wB97M-V def2-TZVPD def2/J DEFGRID3
* xyz 0 1
C 1.442 0.890 -1.269
C -1.121 -1.149 1.069
C -0.504 1.221 1.308
C -1.855 0.494 -0.736
C 0.668 -0.199 -0.556
C -0.758 0.144 0.300
N 2.082 -2.053 0.329
N 1.637 -0.690 0.372
H 1.778 1.695 -0.626
H 0.882 1.485 -2.128
H 2.311 0.475 -1.764
H -1.740 -0.972 1.949
H -1.594 -1.777 0.360
H -0.150 -1.492 1.478
H -0.189 2.141 0.834
H 0.270 0.872 1.920
H -1.469 1.248 1.773
H -1.558 1.485 -1.012
H -2.828 0.568 -0.265
H -1.859 -0.230 -1.554
H 0.301 -1.043 -1.225
H 1.210 -2.629 0.508
H 2.505 -2.317 -0.678
H 2.491 -0.124 0.599
*
```

# 3
Density functional theory data (ωB97M-V/def2-TZVPD) for C22H37ClP2Ru as an isolated structure.

- HOMO energy (alpha / beta): -12.24 / -14.23 eV
- M: 500.01 g/mol
- Kohn-Sham gap (alpha / beta): 6.63 / 6.88 eV
- Electronic energy: -2097.34672 Eh

ORCA input file:
```
! RIJCOSX wB97M-V def2-TZVPD def2/J DEFGRID3
* xyz 2 5
P -2.016 1.488 -1.342
P 0.508 -2.789 -1.365
C -2.213 -0.298 -2.066
C -1.853 -1.604 -1.494
H -1.556 -0.026 -2.988
H -3.236 -0.397 -2.398
H -1.536 -1.679 -0.458
H -2.502 -2.400 -1.722
C 1.461 -3.808 -2.650
H 2.304 -4.367 -2.179
H 1.826 -3.088 -3.421
H 0.714 -4.522 -3.080
C -0.360 -4.296 -0.681
H -0.417 -5.059 -1.475
H -1.389 -4.022 -0.400
H 0.197 -4.721 0.174
C -1.587 2.734 -2.605
H -1.527 3.698 -2.049
H -2.403 2.835 -3.353
H -0.621 2.539 -3.117
C -3.786 1.725 -1.122
H -4.205 0.824 -0.659
H -4.241 1.872 -2.111
H -3.896 2.611 -0.497
Ru -0.840 -1.605 -3.301
C -2.020 -2.662 -4.290
C -0.770 -2.284 -5.016
C -0.634 -1.552 -6.287
C -1.543 -0.315 -6.448
C -2.004 0.209 -5.109
C -3.221 -0.040 -4.530
C -4.097 -1.215 -4.807
C -3.353 -2.536 -5.047
C -0.994 1.788 0.068
H -2.033 -3.668 -3.837
H 0.167 -2.782 -4.577
H -0.756 -2.244 -7.122
H 0.386 -1.158 -6.245
H -0.961 0.485 -6.936
H -2.383 -0.579 -7.102
H -1.560 1.178 -4.835
H -3.777 0.777 -4.001
H -4.837 -1.035 -5.627
H -4.748 -1.353 -3.930
H -4.022 -3.351 -4.704
H -3.226 -2.652 -6.143
H -0.765 0.870 0.618
H -1.563 2.458 0.744
H -0.045 2.254 -0.228
Cl -0.603 -2.139 1.689
C 0.733 -1.137 2.020
C 0.928 -0.697 3.357
C 1.934 0.226 3.614
C 2.564 0.846 2.571
C 2.345 0.431 1.270
C 1.519 -0.664 0.954
C 1.735 -1.469 -0.272
H 0.361 -1.146 4.125
H 2.191 0.438 4.660
H 3.250 1.650 2.781
H 2.760 1.038 0.463
H 2.071 -0.830 -1.097
H 2.477 -2.282 -0.145
*
```

- Among the records above, which one has the highest electronic energy?
  C6H16N2